1.
Entry from OMol25: a molecular structure, C20H27NO6SSiW in a non-equilibrium geometry (the ωB97M-V functional and the def2-TZVPD basis).

Calculated values
- M (g/mol) = 621.43
- HOMO (alpha / beta) (hartree) = -0.5204 / -0.5194
- strongest force on any atom (eV Å⁻¹) = 1.9
- frontier orbital gap (alpha / beta) (eV) = 7.30 / 7.22
- total charge = +2
- lowest unoccupied orbital energy (alpha / beta) (eV) = -6.9 / -6.9
- spin multiplicity = 1
- E (hartree) = -2038.7784
- ΔE to the lowest compared entry with this formula, charge and spin (kcal/mol) = 10.8

Each line ends with the natural charge from an NBO analysis.
CARTESIAN COORDINATES (ANGSTROEM)
W (1.479, -0.049, 0.040)  1.859
O (5.409, 1.301, 0.655)  -0.569
C (4.352, 0.613, 0.418)  0.845
O (3.202, 1.052, 0.550)  -0.641
C (4.569, -0.759, -0.150)  -0.193
O (3.312, -1.433, -0.200)  -0.521
C (3.167, -2.478, 0.816)  -0.187
C (2.666, -1.825, 2.086)  0.739
O (3.030, -2.097, 3.181)  -0.468
O (1.748, -0.866, 1.806)  -0.757
H (5.210, 2.198, 0.984)  0.540
H (5.309, -1.313, 0.426)  0.265
H (4.947, -0.629, -1.166)  0.272
H (4.115, -2.988, 0.957)  0.243
H (2.429, -3.174, 0.423)  0.247
C (-0.370, 0.383, -4.202)  -1.145
Si (0.741, 0.428, -2.750)  1.760
C (2.430, -0.180, -3.252)  -1.142
C (0.934, 2.096, -1.939)  -1.117
N (0.252, -0.580, -1.303)  -0.987
C (-0.979, -1.260, -0.996)  0.196
C (-1.028, -2.102, 0.112)  -0.285
C (-2.217, -2.714, 0.474)  -0.172
C (-3.363, -2.501, -0.281)  -0.191
C (-3.307, -1.679, -1.398)  -0.170
C (-2.120, -1.059, -1.762)  -0.243
H (0.187, 0.825, -5.032)  0.277
H (-1.287, 0.958, -4.064)  0.261
H (-0.630, -0.640, -4.480)  0.276
H (2.596, -0.005, -4.319)  0.279
H (2.550, -1.250, -3.077)  0.259
H (3.226, 0.361, -2.732)  0.220
H (1.545, 2.725, -2.592)  0.282
H (1.412, 2.154, -0.948)  0.226
H (-0.042, 2.560, -1.778)  0.275
H (-0.127, -2.324, 0.676)  0.210
H (-2.243, -3.378, 1.329)  0.235
H (-4.290, -2.990, -0.014)  0.240
H (-4.192, -1.522, -2.000)  0.239
H (-2.100, -0.416, -2.628)  0.225
C (-0.099, 2.027, 3.423)  -0.792
S (-0.575, 0.682, 2.372)  1.262
O (0.138, 1.122, 1.012)  -0.946
C (-2.263, 1.014, 2.064)  -0.320
C (-3.163, 0.105, 2.602)  -0.182
C (-4.521, 0.340, 2.431)  -0.183
C (-4.943, 1.449, 1.715)  -0.152
C (-4.023, 2.341, 1.166)  -0.205
C (-2.667, 2.135, 1.342)  -0.143
H (-0.428, 2.963, 2.975)  0.258
H (0.982, 1.988, 3.538)  0.259
H (-0.586, 1.858, 4.384)  0.273
H (-2.816, -0.767, 3.144)  0.239
H (-5.243, -0.347, 2.850)  0.242
H (-6.002, 1.625, 1.580)  0.243
H (-4.369, 3.201, 0.608)  0.241
H (-1.942, 2.821, 0.923)  0.225

---

2.
Entry from OMol25: a molecular structure, C20H28CaMnN5O13 in a non-equilibrium geometry (the ωB97M-V functional and the def2-TZVPD basis).

Calculated values
- M (g/mol) = 641.48
- <S²> = 8.7536
- HOMO (alpha / beta) (hartree) = -0.3618 / -0.3618
- strongest force on any atom (eV Å⁻¹) = 2.2
- frontier orbital gap (alpha / beta) (eV) = 5.24 / 5.17
- total charge = +1
- lowest unoccupied orbital energy (alpha / beta) (eV) = -4.6 / -4.7
- spin multiplicity = 6
- E (hartree) = -3859.1580

Each line ends with the Mulliken spin population.
CARTESIAN COORDINATES (ANGSTROEM)
Ca (11.757, -18.230, 6.230)  -0.001
Mn (12.031, -20.853, 3.542)  4.864
O (11.585, -20.309, 5.424)  0.035
H (10.817, -20.724, 5.828)  0.012
N (10.743, -18.102, 2.923)  -0.006
O (9.987, -17.492, 2.201)  0.011
O (11.000, -17.677, 4.086)  0.005
O (11.313, -19.159, 2.517)  0.040
N (14.525, -19.161, 4.300)  -0.015
O (15.740, -19.078, 4.282)  0.005
O (13.843, -18.532, 5.121)  0.028
O (13.910, -19.942, 3.507)  0.022
C (14.198, -12.125, 7.632)  0.000
C (13.163, -12.767, 6.716)  0.000
C (13.650, -12.872, 5.253)  0.000
O (13.361, -14.260, 4.939)  0.000
C (12.998, -14.912, 6.020)  -0.001
O (12.685, -16.083, 6.013)  0.000
O (12.902, -14.126, 7.090)  0.000
H (14.009, -12.330, 8.685)  0.000
H (14.239, -11.043, 7.516)  0.000
H (15.194, -12.507, 7.398)  0.000
H (12.227, -12.211, 6.786)  0.000
H (14.705, -12.653, 5.127)  0.000
H (12.986, -12.311, 4.600)  0.000
C (14.519, -16.617, 2.060)  0.001
C (13.839, -15.434, 1.391)  0.000
C (12.404, -15.163, 1.868)  0.000
O (12.409, -13.787, 2.160)  0.000
C (13.640, -13.257, 1.971)  0.000
O (13.877, -12.114, 2.098)  0.000
O (14.532, -14.230, 1.692)  0.000
H (14.109, -17.567, 1.719)  0.000
H (14.332, -16.615, 3.139)  0.000
H (15.585, -16.469, 1.882)  0.000
H (13.807, -15.610, 0.314)  0.000
H (12.124, -15.781, 2.721)  0.000
H (11.684, -15.410, 1.085)  0.000
N (13.761, -17.996, 8.232)  0.000
C (12.626, -17.430, 8.819)  0.001
C (11.783, -18.470, 9.155)  -0.001
C (12.300, -19.641, 8.589)  0.003
C (13.477, -19.303, 7.973)  -0.001
H (14.623, -17.513, 8.039)  0.000
H (12.664, -16.372, 9.017)  0.000
H (10.861, -18.404, 9.710)  0.000
H (11.900, -20.634, 8.713)  -0.001
H (14.174, -19.918, 7.426)  -0.001
N (17.147, -21.119, 2.611)  0.000
C (17.216, -22.396, 3.100)  0.000
C (18.140, -23.071, 2.356)  0.000
C (18.690, -22.176, 1.415)  0.000
C (18.038, -20.965, 1.585)  0.000
H (16.638, -20.391, 3.090)  0.000
H (16.662, -22.648, 3.990)  0.000
H (18.431, -24.097, 2.521)  0.000
H (19.482, -22.358, 0.709)  0.000
H (18.223, -19.965, 1.229)  0.000
N (17.392, -16.529, 4.200)  0.000
C (16.730, -15.384, 4.543)  0.000
C (17.624, -14.608, 5.267)  0.000
C (18.827, -15.339, 5.394)  0.000
C (18.669, -16.506, 4.701)  0.000
H (17.025, -17.340, 3.739)  0.000
H (15.729, -15.174, 4.211)  0.000
H (17.409, -13.571, 5.479)  0.000
H (19.709, -15.056, 5.943)  0.000
H (19.366, -17.303, 4.508)  0.000

---

3.
Entry from OMol25: 2 unconnected molecules or ions with the total composition C20H28Cl3FN5O9P in a non-equilibrium geometry (the ωB97M-V functional and the def2-TZVPD basis).

Calculated values
- M (g/mol) = 638.80
- HOMO (hartree) = -0.2941
- strongest force on any atom (eV Å⁻¹) = 4.5
- frontier orbital gap (eV) = 5.38
- lowest unoccupied orbital energy (eV) = -2.6
- spin multiplicity = 1
- E (hartree) = -3551.2124
- ΔE to the lowest compared entry with this formula, charge and spin (kcal/mol) = 83.6

Each line ends with the natural charge from an NBO analysis.
CARTESIAN COORDINATES (ANGSTROEM)
C (4.451, -3.706, -0.514)  -0.660
C (5.177, -2.808, 0.592)  -0.093
O (5.489, -1.483, 0.080)  -0.779
P (4.294, -0.370, 0.508)  2.321
O (4.551, -0.022, 1.940)  -1.081
C (2.597, -1.136, 0.384)  -0.828
C (1.425, -0.211, 0.928)  -0.424
C (0.315, -0.044, -0.195)  -0.242
N (-0.863, -0.948, -0.054)  -0.444
C (-0.980, -2.227, -0.786)  0.818
O (-1.981, -2.535, -1.342)  -0.397
N (0.151, -3.162, -0.910)  -0.711
C (0.523, -3.741, 0.351)  0.958
O (0.984, -4.814, 0.483)  -0.470
F (0.283, -3.014, 1.519)  -0.356
C (-1.859, -0.603, 0.737)  0.794
N (-1.981, 0.582, 1.519)  -0.549
C (-3.376, 1.027, 1.131)  -0.101
C (-3.282, 2.313, 0.244)  0.100
C (-3.382, 2.257, -1.209)  -0.271
C (-3.257, 3.415, -2.120)  -0.178
C (-3.055, 4.694, -1.380)  -0.187
C (-3.016, 4.589, 0.082)  0.036
N (-3.098, 3.503, 0.890)  -0.437
C (-4.095, -0.251, 0.557)  -0.234
N (-3.104, -1.298, 0.994)  -0.497
C (-3.288, -1.860, 2.310)  0.075
Cl (-3.841, -0.929, 3.748)  0.010
C (-3.070, -3.199, 2.511)  0.021
C (-3.305, -3.833, 3.934)  -0.668
Cl (-2.559, -4.327, 1.226)  0.017
O (4.518, 0.953, -0.465)  -0.753
C (3.676, 0.963, -1.647)  -0.090
C (3.935, -0.225, -2.658)  -0.670
H (5.027, -4.641, -0.732)  0.235
H (4.339, -3.132, -1.481)  0.215
H (3.425, -4.025, -0.160)  0.204
H (4.591, -2.752, 1.550)  0.195
H (6.171, -3.298, 0.791)  0.214
H (2.426, -1.405, -0.696)  0.215
H (2.596, -2.072, 1.016)  0.276
H (1.870, 0.815, 1.096)  0.258
H (0.982, -0.541, 1.899)  0.254
H (0.714, -0.210, -1.241)  0.230
H (0.002, 1.043, -0.182)  0.257
H (0.945, -2.738, -1.400)  0.429
H (-1.360, 1.360, 1.269)  0.420
H (-4.056, 1.361, 1.961)  0.257
H (-3.549, 1.249, -1.679)  0.196
H (-3.324, 3.351, -3.227)  0.241
H (-2.940, 5.674, -1.935)  0.319
H (-2.897, 5.572, 0.619)  0.223
H (-4.017, -0.355, -0.568)  0.225
H (-5.173, -0.442, 0.775)  0.267
H (-2.997, -4.917, 3.961)  0.244
H (-2.737, -3.297, 4.737)  0.249
H (-4.406, -3.814, 4.181)  0.247
H (2.589, 1.065, -1.346)  0.159
H (3.929, 1.917, -2.194)  0.230
H (2.996, -0.856, -2.761)  0.184
H (4.771, -0.902, -2.345)  0.248
H (4.131, 0.170, -3.696)  0.246
O (-1.862, 6.977, -2.067)  -0.928
Cl (-0.600, 7.660, -2.322)  2.556
O (-0.819, 8.730, -3.261)  -0.855
O (0.345, 6.713, -2.870)  -0.877
O (-0.092, 8.192, -1.081)  -0.861

---

4.
Entry from OMol25: a molecular structure, C20H28HfOS3SbSi in a non-equilibrium geometry (the ωB97M-V functional and the def2-TZVPD basis).

Calculated values
- M (g/mol) = 708.98
- <S²> = 0.7883
- HOMO (alpha / beta) (hartree) = -0.0232 / -0.0235
- strongest force on any atom (eV Å⁻¹) = 2.3
- frontier orbital gap (alpha / beta) (eV) = 5.41 / 5.33
- total charge = -2
- lowest unoccupied orbital energy (alpha / beta) (eV) = 4.8 / 4.7
- spin multiplicity = 2
- E (hartree) = -2626.6689
- ΔE to the lowest compared entry with this formula, charge and spin (kcal/mol) = 16.5

Each line ends with the Mulliken spin population.
CARTESIAN COORDINATES (ANGSTROEM)
Hf (0.062, -1.163, 0.954)  -0.037
C (-2.764, 3.536, 0.821)  0.001
C (-2.282, 2.183, 0.285)  -0.001
C (-3.455, 1.286, -0.103)  0.002
C (-1.367, 1.562, 1.323)  0.000
C (-1.832, 1.235, 2.592)  0.101
C (-0.919, 0.660, 3.510)  -0.040
C (0.417, 0.576, 3.276)  0.078
C (1.379, 0.037, 4.297)  0.003
C (1.060, 1.159, 2.027)  -0.016
C (-0.022, 1.427, 1.005)  0.063
H (-3.414, 4.038, 0.103)  0.000
H (-1.908, 4.176, 1.030)  0.000
H (-3.317, 3.390, 1.747)  -0.001
H (-1.692, 2.362, -0.624)  0.002
H (-4.090, 1.068, 0.753)  0.001
H (-3.075, 0.346, -0.502)  0.000
H (-4.059, 1.775, -0.872)  0.000
H (-2.873, 1.323, 2.864)  0.016
H (-1.308, 0.273, 4.446)  -0.002
H (0.846, -0.361, 5.157)  0.002
H (2.058, 0.826, 4.634)  -0.001
H (1.993, -0.759, 3.867)  0.003
H (1.685, 2.053, 2.273)  -0.036
H (0.313, 1.765, 0.028)  -0.025
S (-0.642, -4.891, 3.637)  0.000
Sb (-1.072, -4.126, 1.515)  -0.005
S (-2.072, -1.886, 1.907)  0.005
S (1.155, -3.375, 0.752)  0.019
C (1.816, 0.032, 1.313)  0.640
C (2.594, 0.372, 0.181)  -0.037
C (2.880, 1.690, -0.283)  0.150
C (3.605, 1.910, -1.429)  -0.095
C (4.111, 0.851, -2.177)  0.186
C (3.902, -0.449, -1.717)  -0.086
C (3.185, -0.684, -0.574)  0.098
H (2.491, 2.541, 0.261)  0.008
H (3.780, 2.928, -1.763)  -0.004
H (4.656, 1.031, -3.096)  0.019
H (4.301, -1.285, -2.281)  -0.003
H (3.049, -1.702, -0.220)  0.004
C (1.060, -1.798, -3.339)  -0.005
Si (-0.600, -1.712, -2.380)  0.003
C (-1.846, -0.796, -3.522)  0.000
C (-1.214, -3.530, -2.236)  -0.001
O (-0.495, -0.940, -1.004)  -0.012
H (0.934, -2.220, -4.334)  0.000
H (1.780, -2.411, -2.804)  -0.003
H (1.500, -0.810, -3.447)  0.006
H (-2.006, -1.327, -4.454)  0.000
H (-1.477, 0.194, -3.768)  0.000
H (-2.810, -0.675, -3.039)  0.000
H (-1.456, -3.967, -3.204)  0.000
H (-2.104, -3.595, -1.610)  0.000
H (-0.442, -4.148, -1.777)  0.000